1.
{"formula": "C3H3Cl", "method": "wB97M-V/def2-TZVPD", "symbols": ["C", "C", "C", "Cl", "H", "H", "H"], "positions_angstrom": [[0.074592, 0.029300, 0.781631], [0.238888, 0.099010, -1.335159], [-0.302904, -0.648847, -0.416958], [-1.083688, 1.083194, 1.547829], [1.089634, -0.033562, 1.168073], [0.880019, 0.992648, -1.389513], [-0.896540, -1.521743, -0.355903]], "forces_ev_per_a": [[0.3571, 0.9217, -0.2218], [0.3432, 0.8612, 0.3086], [0.1033, -0.3983, 0.7006], [0.6340, -0.3388, -0.1051], [-0.4075, 0.4242, 0.1523], [-0.3464, -0.6577, 0.0756], [-0.6836, -0.8123, -0.9103]], "lowdin_charge": [-0.57, 0.13, -0.36, 0.58, 0.07, 0.06, 0.08]}



2.
{"formula": "C27H58N3O7PdS6", "method": "wB97M-V/def2-TZVPD", "multiplicity": 3, "s2": 2.00, "charge": 1, "symbols": ["Pd", "C", "C", "C", "O", "H", "H", "H", "H", "H", "H", "H", "C", "S", "O", "C", "H", "H", "H", "H", "H", "H", "C", "S", "O", "C", "H", "H", "H", "H", "H", "H", "C", "S", "O", "C", "H", "H", "H", "H", "H", "H", "C", "S", "O", "C", "H", "H", "H", "H", "H", "H", "C", "S", "O", "C", "H", "H", "H", "H", "H", "H", "C", "S", "O", "C", "H", "H", "H", "H", "H", "H", "N", "C", "C", "C", "C", "H", "H", "H", "H", "H", "N", "C", "C", "C", "C", "H", "H", "H", "H", "H", "N", "C", "C", "C", "C", "H", "H", "H", "H", "H"], "positions_angstrom": [[11.413480, 11.893520, 5.917340], [11.756570, 16.220160, 1.375490], [13.033740, 16.439880, 2.280100], [13.477860, 17.930750, 2.112690], [12.636310, 16.073560, 3.558110], [11.779240, 15.153170, 1.153850], [11.865770, 16.774580, 0.443400], [10.776130, 16.520940, 1.744780], [13.833330, 15.796860, 1.912260], [13.604080, 18.141560, 1.050740], [14.336990, 18.312660, 2.664170], [12.625550, 18.572290, 2.336450], [11.431460, 26.024530, 4.615780], [11.677950, 27.787140, 4.928630], [10.834530, 28.052330, 6.175320], [13.408320, 27.727670, 5.573040], [12.356810, 25.630500, 4.195570], [10.506370, 25.875180, 4.059000], [11.320120, 25.564560, 5.597690], [13.338550, 27.121530, 6.476270], [13.722970, 28.768950, 5.642460], [14.077310, 27.383660, 4.784240], [5.516550, 9.856170, 2.387320], [7.198030, 9.435840, 1.616660], [7.989450, 9.973550, 2.794800], [6.951810, 7.583450, 1.775130], [4.736810, 9.323800, 1.842620], [5.389420, 10.844330, 1.945180], [5.541400, 9.798940, 3.475530], [6.342830, 7.337280, 2.644980], [7.832170, 6.942670, 1.725320], [6.337030, 7.261200, 0.934720], [17.939240, 12.636450, 7.031600], [17.105930, 11.688470, 8.352180], [15.671620, 11.329880, 8.053410], [17.962050, 10.078420, 8.093140], [17.738570, 12.242420, 6.035320], [19.005560, 12.720890, 7.241190], [17.564200, 13.659190, 6.993660], [17.410680, 9.234310, 8.507350], [18.976510, 10.271980, 8.441710], [18.071410, 9.785830, 7.048850], [14.173290, 9.034890, -0.324560], [15.067070, 8.720430, 1.231140], [14.274610, 9.298720, 2.383540], [14.736510, 6.879110, 1.248760], [13.138030, 8.694510, -0.302430], [14.663160, 8.548960, -1.168360], [14.286140, 10.118330, -0.363370], [13.680000, 6.653760, 1.394010], [15.327720, 6.565480, 2.109120], [15.024900, 6.186100, 0.458410], [4.749360, 16.962680, 4.389880], [5.792650, 16.581670, 5.913650], [6.779180, 15.472820, 5.569310], [6.616360, 18.193030, 5.964760], [4.126170, 17.831230, 4.602860], [3.976050, 16.209560, 4.238570], [5.261430, 16.915210, 3.428830], [7.217130, 18.141300, 6.872780], [5.915310, 19.021130, 6.069240], [7.136400, 18.567600, 5.083080], [6.842810, 20.068270, -2.961060], [5.099600, 19.481130, -2.702680], [4.182880, 20.514380, -3.311220], [4.946690, 17.996390, -3.729120], [7.578010, 19.458940, -2.435420], [6.818690, 21.081900, -2.560980], [6.845830, 20.149860, -4.048000], [3.946640, 17.572350, -3.819650], [5.730300, 17.293160, -3.447140], [5.371260, 18.318400, -4.679990], [12.848970, 25.573820, -2.619580], [13.412960, 26.806430, -2.482360], [14.552690, 26.775680, -1.682500], [14.634590, 25.479470, -1.236200], [13.531170, 24.789720, -1.779950], [12.041790, 25.316770, -3.169580], [12.858970, 27.636470, -2.895310], [15.086390, 27.652580, -1.346910], [15.354340, 25.046210, -0.557490], [13.064620, 23.821300, -1.675480], [10.371460, 11.719740, -7.922470], [10.165810, 12.069560, -6.636960], [11.170270, 12.950110, -6.244010], [12.169260, 12.907070, -7.277520], [11.569790, 12.206760, -8.367290], [9.778170, 11.193600, -8.547990], [9.162880, 11.871590, -6.288630], [11.306280, 13.467510, -5.305820], [13.181440, 13.281940, -7.314390], [11.909370, 11.932330, -9.355100], [14.468450, 19.890560, 8.564760], [13.634500, 20.604150, 9.359970], [14.189410, 21.825780, 9.661230], [15.513620, 21.890540, 9.056810], [15.626690, 20.665530, 8.394510], [14.302420, 19.046490, 8.035540], [12.674470, 20.227940, 9.681220], [13.852740, 22.521280, 10.415780], [16.368780, 22.546810, 8.990410], [16.475170, 20.316380, 7.824810]], "forces_ev_per_a": [[0.0688, -0.0246, -0.1138], [0.6330, -0.6770, -0.2472], [-0.4157, 1.6665, 0.1805], [-1.0309, -0.0358, -0.1212], [0.2415, 0.2125, -0.7249], [-0.5155, 0.0555, -0.1443], [0.3725, -0.0830, -0.0006], [0.3357, -0.0544, 0.6764], [-0.0507, -0.3590, -0.0458], [0.4913, -0.2949, -0.0922], [0.0242, -0.5139, 0.0897], [-0.0975, 0.0094, 0.4710], [0.5494, 0.0670, 0.6762], [-0.6142, 0.2788, 1.7920], [0.8642, -0.0865, -1.4903], [-0.7843, 0.2008, -1.2725], [-0.3537, -0.1414, -0.5726], [0.3638, 0.0256, -0.2415], [-0.0893, 0.0882, 0.1146], [0.4841, 0.3045, 0.0045], [-0.3389, -0.0133, 0.8689], [-0.0766, -0.7265, 0.1162], [0.3890, 0.0762, -2.8928], [-1.3171, -0.4677, 3.1648], [0.7033, -0.6118, -1.1489], [-0.4074, 0.0862, -0.2309], [-0.1484, -0.5609, 0.5682], [0.0269, 0.4580, 0.8619], [0.2079, -0.1194, -0.3817], [0.3613, 0.2616, 0.2846], [0.3241, 0.5712, 0.1872], [-0.0553, 0.3505, -0.3228], [-0.5554, 0.1708, -0.4809], [-0.4215, -1.5348, 0.0198], [0.4743, 0.9540, -0.4418], [0.5538, 0.7377, -0.7718], [0.1839, -0.4227, 0.0965], [-0.0178, -0.3615, 0.0858], [-0.2415, -0.0190, 0.4716], [0.1353, 0.5310, 0.8032], [-0.0197, -0.6054, 0.4796], [-0.2401, 0.5784, -0.3411], [0.2653, 0.3847, 0.5502], [-0.9835, -1.3668, -0.0901], [0.4709, -0.5347, -1.1490], [0.2554, -0.0096, 0.8551], [0.0127, 0.2361, 0.3228], [0.3077, 0.1072, 0.1703], [-0.4701, 0.0045, -0.5744], [-0.0788, 0.5330, 0.3737], [-0.3324, -0.1438, 0.2278], [0.5041, 0.8448, -0.6278], [-0.4955, -0.9305, 0.5636], [-0.1322, -0.6274, -1.8098], [-0.9033, 1.5616, 0.2568], [0.0091, 0.5139, 0.0783], [0.6126, 0.4760, -0.1855], [0.1735, -0.5794, 0.6047], [0.5714, 0.7112, 0.3346], [0.3020, 0.2166, -0.2763], [-0.6608, -0.4253, 0.5619], [0.5799, -0.9472, -0.1206], [-1.6735, -0.1576, -0.6611], [-1.3592, 0.5734, 1.3851], [1.0792, -0.7316, 0.0834], [2.0584, 0.6473, -0.8690], [-0.0688, -0.1080, -0.4562], [-0.0684, -0.1259, 0.1295], [0.9495, -0.1346, -0.0372], [0.1822, 0.3635, 0.3323], [-0.3866, -0.3829, 0.6616], [-0.7107, 0.0529, -0.5715], [0.6063, 1.5920, 0.8210], [-0.2636, 1.8366, -1.0614], [-1.7997, 1.2271, -0.9135], [-1.1264, -2.6404, 0.3729], [0.9217, -1.8725, 0.5512], [0.2290, 0.2346, 0.3055], [0.4684, 0.1892, -0.2032], [0.1461, -0.1778, -0.2306], [-0.0915, 0.0335, -0.0385], [0.9064, -0.4203, 0.4035], [1.1806, -0.1173, -1.2776], [-1.1348, 1.4118, 0.2172], [0.9939, -1.3023, -0.4341], [-1.7024, -0.7974, -1.8891], [0.8951, 0.4313, 1.7915], [-0.1375, 0.0558, 0.5702], [0.2288, 0.0769, 0.6456], [-0.2742, -0.2365, 0.0320], [-0.2444, 0.3081, 0.1919], [0.1937, 0.1683, 0.1578], [1.9916, 1.0361, -0.3940], [-0.8590, 0.6770, 0.3524], [1.4814, 0.2168, 0.3398], [-1.0030, -2.9191, -0.9643], [-0.3761, 0.4724, 0.1526], [-0.1990, 0.2420, 0.4214], [0.1019, -0.0630, -0.0996], [-0.3988, -0.0116, -0.2763], [-0.5310, 0.5295, 0.5386], [-0.2103, -0.1728, -0.0796]], "lowdin_charge": [0.99, -0.04, -0.50, -0.06, 0.02, 0.07, 0.08, 0.08, 0.13, 0.07, 0.07, 0.08, -0.28, 0.82, -0.58, -0.25, 0.04, 0.05, 0.05, 0.06, 0.04, 0.04, -0.23, 0.86, -0.63, -0.26, 0.04, 0.03, 0.06, 0.05, 0.05, 0.04, -0.27, 0.83, -0.61, -0.25, 0.05, 0.06, 0.04, 0.06, 0.05, 0.05, -0.27, 0.83, -0.59, -0.25, 0.06, 0.06, 0.04, 0.05, 0.03, 0.05, -0.25, 0.84, -0.60, -0.29, 0.05, 0.04, 0.05, 0.04, 0.05, 0.06, -0.24, 0.78, -0.56, -0.27, 0.05, 0.05, 0.04, 0.06, 0.05, 0.04, 0.01, -0.15, -0.12, -0.12, -0.16, 0.16, 0.10, 0.10, 0.09, 0.10, -0.02, -0.16, -0.11, -0.09, -0.13, 0.15, 0.10, 0.08, 0.08, 0.10, 0.00, -0.17, -0.11, -0.08, -0.15, 0.14, 0.10, 0.09, 0.09, 0.09]}



3.
{"formula": "C14H11BO5", "method": "wB97M-V/def2-TZVPD", "smiles": "O=C(O)c1ccc(Oc2ccc3c(c2)B(O)OC3)cc1", "symbols": ["O", "O", "O", "O", "O", "B", "C", "C", "C", "C", "C", "C", "C", "C", "C", "C", "C", "C", "C", "C", "H", "H", "H", "H", "H", "H", "H", "H", "H", "H", "H"], "positions_angstrom": [[-3.997667, 2.697182, -2.935652], [3.507726, -2.445601, -1.799530], [-3.296322, 4.719256, -2.141491], [0.346587, 1.097865, 1.462208], [3.063033, -4.178566, -0.059223], [2.996212, -2.884543, -0.556097], [-3.216144, 3.343608, -2.252992], [-0.751922, 2.958698, 0.473236], [-1.165407, 0.774445, -0.443427], [0.325017, -1.157034, 2.297565], [1.715023, -0.653473, 0.393665], [-1.590707, 3.479748, -0.448520], [-2.045746, 1.310469, -1.346759], [0.708213, -2.459712, 2.284558], [-0.516864, 1.587273, 0.482177], [0.788941, -0.221654, 1.351850], [2.051491, -1.988018, 0.327733], [-2.250957, 2.696444, -1.364530], [1.567830, -2.874662, 1.290617], [2.126077, -4.253556, 0.988875], [3.349766, -1.489913, -2.019378], [-4.048444, 4.985239, -2.721734], [-0.301116, 3.572988, 1.225985], [-0.963052, -0.269035, -0.341142], [-0.301908, -0.814544, 3.091379], [2.097783, 0.009750, -0.364672], [-1.862072, 4.522431, -0.396035], [-2.561017, 0.696952, -2.045499], [0.274310, -3.118780, 3.011567], [2.605974, -4.696272, 1.874680], [1.345362, -4.946984, 0.680587]], "forces_ev_per_a": [[0.8816, 1.1232, 0.3138], [-0.1729, 0.0764, 1.0979], [-0.4164, -0.9963, -0.7655], [-0.2143, -0.1129, -0.7686], [0.2041, 1.5754, -0.9310], [-0.0963, 1.3539, -1.9355], [-1.9025, -0.5358, -0.5542], [0.9612, -0.9392, 1.0318], [0.5391, -0.0492, 0.9037], [0.0647, 1.7790, -0.3482], [-0.8741, 0.7756, -0.1485], [-0.7692, 1.0153, -0.0246], [-0.0020, 1.0154, -0.2198], [0.0966, -0.8311, -0.2232], [0.3936, 0.0698, 0.2225], [0.2360, -0.7674, 0.1422], [0.5053, -1.0572, 0.9313], [0.3286, -0.2245, -0.0588], [0.5718, -0.5464, -0.9505], [-0.4547, -0.6780, 1.5122], [0.1199, -1.5748, 0.6501], [0.6752, -0.3052, 0.4768], [0.2555, 0.2149, 0.2412], [-0.1749, -0.6190, -0.4032], [-0.5058, 0.3087, 0.2374], [-0.0034, 0.4649, -0.0073], [0.2731, 0.1616, -0.0945], [-0.3678, -0.4089, -0.4165], [0.0934, -0.3721, 0.2760], [-0.0347, 0.1220, -0.1944], [-0.2105, -0.0381, 0.0074]], "lowdin_charge": [0.09, 0.13, 0.07, 0.03, 0.11, -0.50, -0.45, 0.01, 0.01, 0.01, 0.05, -0.03, 0.02, -0.02, -0.21, -0.24, -0.03, -0.15, -0.14, -0.13, 0.12, 0.14, 0.12, 0.11, 0.12, 0.13, 0.12, 0.12, 0.12, 0.14, 0.14]}



4.
{"formula": "C4H9OP", "method": "wB97M-V/def2-TZVPD", "smiles": "C=CP(O)CC", "symbols": ["C", "C", "C", "C", "O", "P", "H", "H", "H", "H", "H", "H", "H", "H", "H"], "positions_angstrom": [[-2.977855, 0.358053, 0.185053], [-1.978483, -0.263501, -0.378693], [2.481737, 0.204500, 0.144677], [1.091194, 0.754022, 0.054020], [0.315243, -1.696547, -0.207437], [-0.077445, -0.494157, 0.750482], [-3.912909, 0.497565, -0.402325], [-2.797549, 1.004669, 1.089125], [-2.087476, -0.921684, -1.121241], [3.154970, 1.016074, -0.011154], [2.736760, -0.375047, 1.021391], [2.658184, -0.493166, -0.547626], [0.807876, 0.998370, -0.930246], [1.055321, 1.630641, 0.615770], [-0.469575, -2.219796, -0.261802]], "forces_ev_per_a": [[-0.8204, 2.1170, 0.1026], [3.4975, 1.5629, 5.0750], [-0.1320, 1.3597, 1.7490], [-0.7550, -1.6560, 0.5342], [1.5257, -1.4988, -1.0966], [-3.1072, 2.3160, -0.2684], [0.3336, -0.3139, 0.9131], [-0.5154, -0.7632, -0.9455], [-0.1718, -2.2097, -3.3481], [0.8602, 0.4283, 0.1404], [-0.1461, 0.4785, 0.9411], [0.5518, -2.4821, -3.2611], [-0.1860, 0.2153, -1.3878], [-0.4273, 1.5217, 1.1495], [-0.5076, -1.0756, -0.2975]], "lowdin_charge": [-0.13, -0.22, -0.17, -0.43, -0.36, 0.91, 0.06, 0.06, -0.02, 0.07, 0.07, 0.02, 0.06, 0.05, 0.02]}



Results for energy relative to the best compared isomer or geometry (same formula, charge and spin): 236.45, 893.08, 0.00, 171.66 (in kJ/mol, following the order of the records).
Results for total energy: -576.13325, -4270.70659, -941.26226, -574.31309 (in a.u., following the order of the records).